Formula: C5H8O2
Source: OMol25
Level of theory: wB97M-V/def2-TZVPD

The value obtained for the HOMO-LUMO gap is 9.68 eV. The SMILES is C/C=C/O.C=C=O. As for the energy above the lowest of the compared OMol25 structures with the same formula, charge and spin: 91.5 kcal per mole. The LUMO energy is 0.9 eV. The calculated total energy is -9405.86572 eV.

Bonds (Å) are listed after each position.
Geometry (Å):
1 C 1.05 -0.71 -2.05  C2 1.334, O6 1.169
2 C 1.85 -1.78 -1.93  C1 1.334, H8 1.141, H9 1.163
3 C -0.65 0.37 -0.16  C4 1.323, O7 1.413, H10 1.013
4 C -0.91 0.79 1.06  C3 1.323, C5 1.477, H11 1.127
5 C -0.23 1.14 2.32  C4 1.477, H12 1.096, H13 1.048, H14 1.096
6 O 0.41 0.20 -2.38  C1 1.169
7 O -1.62 0.01 -1.12  C3 1.413, H15 0.952
8 H 1.27 -2.77 -2.00  C2 1.141
9 H 3.00 -1.90 -2.01  C2 1.163
10 H 0.35 0.39 -0.33  C3 1.013
11 H -2.00 0.65 1.29  C4 1.127
12 H 0.70 1.71 2.23  C5 1.096
13 H 0.04 0.21 2.74  C5 1.048
14 H -0.92 1.80 2.85  C5 1.096
15 H -2.34 -0.11 -0.51  O7 0.952